Entry 1:
{
  "formula": "C31H40FN8O3SZr",
  "method": "ωB97M-V/def2-TZVPD",
  "total_charge": 3,
  "e_tot_ha": -2413.6227,
  "multiplicity": 1,
  "e_homo_ev": -15.8,
  "e_lumo_ev": -8.89,
  "e_above_lowest_kj_mol": 18.6,
  "homo_lumo_gap_ev": 6.95,
  "species": ["Zr", "C", "C", "N", "C", "C", "N", "C", "C", "N", "C", "C", "N", "C", "C", "C", "C", "C", "C", "C", "N", "H", "H", "H", "H", "H", "H", "H", "H", "H", "H", "H", "H", "H", "H", "H", "H", "H", "H", "H", "H", "H", "H", "H", "C", "C", "C", "C", "C", "C", "C", "F", "C", "C", "C", "O", "C", "C", "N", "C", "C", "O", "O", "H", "H", "H", "H", "H", "H", "H", "H", "H", "H", "H", "C", "N", "C", "N", "S", "H", "H", "H", "H", "H", "H"],
  "coordinates": [[-0.09, 0.42, 0.66], [1.93, 3.65, 3.27], [1.15, 2.54, 2.68], [1.13, 2.16, 1.46], [1.81, 2.80, 0.34], [0.72, 3.32, -0.61], [-0.49, 2.46, -0.52], [-1.29, 2.33, -1.78], [-1.56, 0.86, -2.11], [-1.80, 0.16, -0.84], [-1.99, -1.30, -0.89], [-2.43, -1.76, 0.50], [-1.72, -0.94, 1.49], [-1.99, -1.00, 2.74], [-2.97, -1.92, 3.37], [-1.26, -0.03, 3.59], [-1.36, 0.02, 4.98], [-0.61, 0.97, 5.66], [0.22, 1.83, 4.95], [0.27, 1.71, 3.57], [-0.47, 0.81, 2.92], [2.43, 4.26, 2.52], [2.69, 3.25, 3.94], [1.28, 4.30, 3.86], [2.38, 2.01, -0.16], [2.52, 3.57, 0.63], [1.10, 3.31, -1.64], [0.46, 4.35, -0.37], [-1.13, 2.93, 0.13], [-0.77, 2.81, -2.61], [-2.23, 2.85, -1.64], [-0.71, 0.39, -2.60], [-2.43, 0.78, -2.77], [-2.62, 0.59, -0.38], [-1.03, -1.76, -1.18], [-2.72, -1.59, -1.65], [-2.19, -2.82, 0.64], [-3.50, -1.62, 0.62], [-2.46, -2.53, 4.12], [-3.44, -2.59, 2.66], [-3.74, -1.35, 3.89], [-2.00, -0.66, 5.52], [-0.66, 1.04, 6.74], [0.82, 2.57, 5.47], [3.97, -5.54, -1.67], [4.18, -4.32, -2.55], [4.00, -4.64, -4.03], [4.39, -3.44, -4.87], [3.67, -2.21, -4.41], [3.51, -1.14, -5.26], [2.81, -0.01, -4.86], [2.69, 1.00, -5.72], [2.23, 0.09, -3.63], [2.38, -0.99, -2.74], [1.78, -0.93, -1.44], [1.04, 0.10, -1.10], [1.95, -2.02, -0.59], [2.68, -3.12, -1.02], [3.26, -3.18, -2.20], [3.12, -2.13, -3.11], [1.28, -1.99, 0.74], [0.67, -2.92, 1.20], [1.35, -0.80, 1.34], [4.62, -6.33, -2.04], [2.95, -5.90, -1.72], [4.26, -5.37, -0.63], [5.19, -3.92, -2.39], [2.97, -4.94, -4.21], [4.63, -5.50, -4.27], [4.17, -3.62, -5.92], [5.47, -3.28, -4.80], [3.92, -1.17, -6.26], [1.68, 0.97, -3.34], [2.79, -3.97, -0.36], [-6.43, 4.41, 2.65], [-5.14, 3.77, 2.44], [-4.89, 2.85, 1.52], [-5.89, 2.45, 0.73], [-3.32, 2.18, 1.38], [-6.33, 5.13, 3.45], [-7.19, 3.68, 2.93], [-6.75, 4.95, 1.75], [-4.35, 4.06, 3.00], [-6.81, 2.84, 0.80], [-5.71, 1.75, 0.03]]
}


Entry 2:
{
  "formula": "C31H40N2P",
  "method": "ωB97M-V/def2-TZVPD",
  "total_charge": 1,
  "e_tot_ha": -1655.9019,
  "multiplicity": 1,
  "e_homo_ev": -9.8,
  "e_lumo_ev": -4.60,
  "e_above_lowest_kj_mol": 0.0,
  "homo_lumo_gap_ev": 5.18,
  "species": ["C", "C", "C", "C", "C", "C", "C", "C", "C", "C", "C", "C", "C", "C", "C", "C", "C", "H", "H", "H", "H", "H", "H", "H", "H", "H", "H", "H", "H", "H", "H", "H", "H", "H", "C", "C", "C", "C", "N", "P", "H", "N", "C", "C", "C", "C", "C", "C", "C", "C", "C", "C", "H", "H", "H", "H", "H", "H", "H", "H", "H", "H", "H", "H", "H", "H", "H", "H", "H", "H", "H", "H", "H", "H"],
  "coordinates": [[-5.90, -1.27, -4.54], [-4.56, -0.89, -4.00], [-4.50, -0.16, -2.81], [-3.29, 0.24, -2.28], [-2.09, -0.13, -2.90], [-0.82, 0.10, -2.10], [0.53, -0.19, -2.69], [1.68, 0.41, -2.27], [2.99, 0.07, -2.80], [4.21, 0.52, -2.23], [5.43, 0.21, -2.82], [5.49, -0.55, -4.00], [6.79, -0.83, -4.69], [4.29, -1.00, -4.57], [3.07, -0.71, -3.98], [-2.13, -0.77, -4.15], [-3.37, -1.18, -4.68], [-5.84, -1.78, -5.51], [-6.52, -1.87, -3.86], [-6.46, -0.33, -4.68], [-5.42, 0.10, -2.30], [-3.25, 0.79, -1.34], [-0.84, 1.10, -1.65], [0.53, -1.08, -3.30], [1.66, 1.10, -1.44], [4.20, 1.11, -1.31], [6.39, 0.55, -2.39], [6.58, -1.37, -5.61], [7.32, 0.10, -4.92], [7.44, -1.46, -4.07], [4.33, -1.59, -5.49], [2.16, -1.05, -4.46], [-1.19, -0.94, -4.67], [-3.36, -1.68, -5.65], [2.46, -0.85, 1.63], [1.56, -1.42, 2.72], [0.85, -2.63, 2.10], [2.37, -1.83, 3.94], [0.53, -0.45, 3.13], [-0.98, -0.93, 3.69], [-0.89, -0.61, -1.30], [-1.56, 0.60, 3.41], [-3.00, 0.88, 3.29], [-3.55, 1.21, 4.67], [-3.68, -0.34, 2.71], [-3.26, 2.03, 2.33], [-0.53, 1.56, 3.39], [0.71, 0.93, 3.23], [1.89, 1.67, 3.36], [1.83, 3.01, 3.76], [0.59, 3.64, 3.91], [-0.60, 2.93, 3.68], [3.07, 0.00, 1.97], [3.16, -1.63, 1.30], [1.86, -0.52, 0.76], [0.11, -3.10, 2.76], [0.35, -2.33, 1.17], [1.62, -3.37, 1.84], [1.73, -2.31, 4.69], [3.16, -2.54, 3.64], [2.85, -0.95, 4.38], [-3.04, 2.08, 5.10], [-4.63, 1.44, 4.59], [-3.45, 0.35, 5.36], [-3.33, -0.51, 1.68], [-3.52, -1.26, 3.28], [-4.76, -0.14, 2.66], [-2.91, 1.77, 1.32], [-4.35, 2.19, 2.28], [-2.81, 2.98, 2.61], [2.86, 1.22, 3.17], [2.75, 3.56, 3.97], [0.54, 4.69, 4.22], [-1.54, 3.45, 3.74]]
}


Entry 3:
{
  "formula": "C31H40N5O2ReS2",
  "method": "ωB97M-V/def2-TZVPD",
  "total_charge": 3,
  "e_tot_ha": -2503.2005,
  "multiplicity": 4,
  "e_homo_ev": [-15.2, -15.2],
  "e_lumo_ev": [-8.11, -10.43],
  "e_above_lowest_kj_mol": 19.3,
  "homo_lumo_gap_ev": [7.04, 4.72],
  "species": ["Re", "N", "C", "C", "N", "C", "C", "N", "C", "C", "N", "H", "H", "H", "H", "H", "H", "H", "H", "H", "H", "H", "H", "H", "H", "H", "H", "H", "H", "O", "S", "C", "C", "C", "C", "S", "O", "C", "C", "C", "C", "C", "C", "C", "C", "C", "C", "C", "C", "H", "H", "H", "H", "H", "H", "H", "H", "H", "H", "H", "H", "H", "H", "H", "H", "H", "H", "N", "C", "C", "C", "C", "C", "C", "C", "C", "C", "H", "H", "H", "H"],
  "coordinates": [[-0.53, 0.54, -0.11], [0.41, 0.19, -2.07], [-0.10, -1.10, -2.68], [-0.83, -1.92, -1.61], [-1.91, -1.12, -0.98], [-2.56, -1.85, 0.16], [-1.93, -1.54, 1.51], [-1.65, -0.07, 1.63], [-2.93, -0.59, -1.90], [-3.45, 0.71, -1.33], [-2.26, 1.56, -1.01], [0.43, 0.92, -2.78], [1.39, 0.05, -1.80], [0.73, -1.70, -3.06], [-0.73, -0.87, -3.54], [0.67, -2.84, -0.62], [-1.19, -2.86, -2.03], [-2.54, -2.93, -0.01], [-3.61, -1.54, 0.18], [-0.98, -2.06, 1.61], [-2.59, -1.87, 2.31], [-1.12, 0.09, 2.49], [-2.52, 0.45, 1.75], [-3.75, -1.30, -2.05], [-2.49, -0.40, -2.88], [-4.01, 0.55, -0.40], [-4.11, 1.22, -2.03], [-2.53, 2.36, -0.43], [-1.92, 1.98, -1.87], [0.01, -2.10, -0.52], [2.17, -4.65, -0.77], [3.03, -4.48, 0.83], [2.91, -3.12, 1.51], [3.57, -2.02, 0.68], [3.80, -0.68, 1.38], [2.32, 0.39, 1.60], [1.35, -0.06, 0.46], [3.08, 1.94, 1.12], [4.14, 2.37, 1.92], [4.77, 3.56, 1.59], [4.35, 4.29, 0.49], [3.28, 3.86, -0.28], [2.63, 2.67, 0.04], [0.61, -5.39, -0.36], [-0.12, -5.90, -1.44], [-1.36, -6.49, -1.21], [-1.87, -6.59, 0.08], [-1.14, -6.08, 1.14], [0.09, -5.47, 0.92], [4.07, -4.69, 0.59], [2.67, -5.29, 1.47], [3.40, -3.19, 2.48], [1.86, -2.87, 1.69], [3.00, -1.86, -0.24], [4.56, -2.34, 0.37], [4.51, -0.08, 0.82], [4.16, -0.82, 2.40], [4.46, 1.81, 2.78], [5.60, 3.90, 2.19], [4.86, 5.21, 0.23], [2.95, 4.45, -1.13], [1.78, 2.35, -0.55], [0.29, -5.87, -2.44], [-1.91, -6.91, -2.05], [-2.81, -7.09, 0.25], [-1.52, -6.18, 2.15], [0.65, -5.09, 1.77], [0.98, 9.21, 4.52], [0.80, 8.21, 3.98], [0.57, 6.97, 3.31], [1.65, 6.11, 3.07], [1.43, 4.91, 2.43], [0.13, 4.55, 2.03], [-0.95, 5.43, 2.28], [-0.73, 6.62, 2.92], [-0.09, 3.32, 1.39], [-0.22, 2.25, 0.78], [2.64, 6.39, 3.39], [2.25, 4.23, 2.24], [-1.95, 5.15, 1.97], [-1.54, 7.30, 3.12]]
}